An isolated molecule of C3H4N4O2, computed with the ωB97M-V functional and the def2-TZVPD basis.

CARTESIAN COORDINATES (ANGSTROEM)
H1 -2.3945 1.8739 -0.7734
N1 -2.3446 1.1191 -0.1122
C1 -1.1963 0.5847 -0.0199
N2 -0.9565 -0.5794 0.6622
C2 0.1644 -1.2968 1.0058
N3 1.3241 -1.3413 0.4004
N4 1.6944 -0.4476 -0.5554
C3 1.1736 0.7162 -0.9416
O1 1.9097 1.5726 -1.4475
O2 -0.2089 1.0055 -0.7680
H2 -1.7839 -0.6702 1.3424
H3 -0.0639 -2.0690 1.8488
H4 2.6825 -0.4677 -0.6416

Cartesian forces, eV/Å:
0.3 0.3 -0.1
0.4 -1.1 1.2
-1.0 -0.4 -1.0
-3.3 0.0 3.2
1.7 -1.4 -0.5
-2.4 -0.6 2.5
-0.6 -1.0 0.3
0.8 3.3 -0.6
-2.5 -1.8 0.8
3.4 1.4 -2.2
1.8 -0.3 -1.4
0.8 1.5 -1.8
0.7 0.1 -0.4

## Properties
Net charge ... 0
E_LUMO ... 0.34 eV
SMILES ... [H]/N=C1/NC=NNC(=O)O1